Entry 1:
ORCA calculation (ωB97M-V/def2-TZVPD) on a 2-piece molecular cluster, C28H35O10PS overall in a non-equilibrium geometry.

```
75
Properties=species:S:1:pos:R:3:forces:R:3
O -0.321124 -3.628083 -0.907500 7.9 2.4 -1.0
C 0.972336 -3.243653 -1.096502 -5.9 -1.7 0.2
C 1.613522 -2.189738 -0.016112 1.0 0.1 0.3
C 2.362183 -0.888331 -0.675906 -0.4 2.8 -0.8
C 1.772359 0.478422 -0.736877 1.4 -2.5 -0.1
C 0.287353 0.841277 -0.144620 0.1 0.7 -0.7
C -0.941266 -0.065486 -0.740874 -1.1 -0.5 0.3
C -1.037426 -0.119372 -2.376667 -0.8 0.7 -0.2
C -2.548762 -0.648517 -2.859505 -0.5 0.7 1.6
S -2.674225 -0.500158 -4.752695 4.1 -3.0 -5.5
O -3.088421 -1.831462 -5.443957 0.1 4.9 3.3
O -1.253148 -0.143730 -5.282523 -4.6 -0.1 2.3
O -3.695769 0.813211 -5.242080 2.0 -1.0 0.6
C 2.651179 1.742538 -1.390594 0.0 4.7 0.9
O 2.408230 3.041941 -1.063198 1.2 -8.4 -2.1
C 3.891388 1.394474 -2.440638 2.5 -1.4 -2.0
C 4.532175 2.445413 -3.524929 1.1 -3.2 0.3
C 5.747475 1.968623 -4.561436 -1.6 -3.2 3.0
C 6.331987 0.404739 -4.501620 -3.0 1.4 2.6
C 5.722125 -0.668951 -3.378639 -1.6 4.2 -0.3
C 4.527597 -0.136168 -2.389626 0.7 1.3 -1.5
C 3.901493 -1.161171 -1.270740 2.1 -3.4 1.7
O 4.581336 -2.215439 -0.793933 -4.0 6.3 -3.0
C 1.731118 -3.896461 -2.396379 1.9 -1.7 -2.6
C 2.035221 -3.020838 -3.759758 1.1 -4.1 0.4
C 2.768612 -3.758603 -5.069124 -0.8 -2.1 3.4
C 3.196912 -5.373483 -4.995592 -1.7 2.2 3.1
C 2.917128 -6.235711 -3.626076 -1.1 4.1 -0.6
C 2.167516 -5.509377 -2.329168 0.9 1.6 -3.4
H 2.444600 -2.792754 0.593254 -1.6 1.3 -1.5
H 0.813011 -1.850312 0.785636 1.5 -0.8 -2.1
H 0.049740 1.967579 -0.449017 0.8 -2.4 0.7
H 0.291398 0.804088 1.029839 0.0 -0.1 -2.3
H -0.982524 -1.166279 -0.281958 0.3 2.4 -1.1
H -1.948613 0.451794 -0.365044 2.2 -1.0 -0.7
H -0.988507 1.011389 -2.755059 0.3 -2.6 0.6
H -0.234998 -0.808175 -2.895387 -1.6 1.6 1.1
H -3.417803 0.040565 -2.420033 2.0 -1.4 -1.0
H -2.770332 -1.753539 -2.527356 0.5 2.1 -1.2
H -3.119100 1.476998 -5.750427 -0.7 -1.6 1.1
H 4.108580 3.555453 -3.562238 1.1 -2.7 0.1
H 6.196354 2.725646 -5.335336 -1.1 -1.7 1.7
H 7.173632 0.070199 -5.267384 -2.0 0.8 1.9
H 6.105764 -1.782239 -3.292021 -0.9 2.6 -0.2
H 1.712335 -1.889519 -3.768206 0.8 -2.5 -0.2
H 2.978558 -3.132303 -6.058975 -0.6 -1.5 2.5
H 3.708899 -5.866249 -5.954020 -1.3 1.2 2.5
H 3.248162 -7.377581 -3.627271 -0.9 2.8 0.2
H 1.961735 -6.186674 -1.377733 0.4 1.8 -2.2
O -0.796173 1.814795 4.546059 1.0 -1.9 4.2
P -2.067670 1.717684 5.424181 -4.6 3.6 -7.4
O -2.952085 0.886845 4.295363 0.4 -0.8 0.7
C -2.687323 -0.491627 4.121987 -0.2 -0.4 -0.2
C -3.275048 -1.299852 5.260050 0.0 -0.2 0.2
O -2.588946 3.233466 4.967492 0.3 -0.1 1.5
C -1.663159 4.283798 4.726382 0.2 0.3 -0.4
C -1.531975 4.502714 3.230067 0.0 0.0 -0.2
O -3.488383 1.609177 6.405354 3.0 -1.0 0.7
C -4.169790 2.740420 6.919091 -0.3 0.7 0.9
C -5.345685 3.084560 6.018475 -0.1 -0.2 -0.4
H -1.610860 -0.663531 4.030182 0.0 0.0 0.0
H -3.153279 -0.795020 3.179943 0.0 0.2 0.0
H -2.763280 -1.072050 6.201179 0.0 -0.1 0.0
H -3.174372 -2.371766 5.066708 0.0 0.1 0.0
H -4.333505 -1.060819 5.401925 0.2 0.0 -0.1
H -0.695715 4.087854 5.197148 -0.1 -0.1 -0.2
H -2.063838 5.189163 5.191582 -0.1 -0.1 0.1
H -1.212795 3.591392 2.717081 0.1 0.1 0.2
H -0.811447 5.296697 3.013216 -0.1 -0.1 0.0
H -2.500021 4.780326 2.799905 0.1 0.1 0.1
H -3.494661 3.588443 7.071993 -0.2 -0.1 -0.2
H -4.551994 2.464581 7.906876 0.1 -0.1 0.0
H -5.029052 3.319344 4.999793 0.1 0.0 0.2
H -5.901190 3.939786 6.414221 0.1 -0.1 0.1
H -6.027749 2.229625 5.939754 0.1 0.1 0.2
```
Positions in Å, forces in eV/Å.

Results
- HOMO-LUMO gap (eV) = 6.72
- molar mass (g/mol) = 594.6
- E_LUMO (Ha) = -0.0739
- 2S+1 = 1

Löwdin population analysis, charges in e, atoms 1 to 4:
1 O -0.06
2 C -0.21
3 C -0.07
4 C -0.04

=====

Entry 2:
ORCA calculation (ωB97M-V/def2-TZVPD) on a single C3H7NSi molecule in a non-equilibrium geometry.

```
12
Properties=species:S:1:pos:R:3:forces:R:3
C 1.571076 -0.859442 -0.414082 0.8 -1.4 -0.1
C 1.316417 0.332399 0.072938 2.2 2.7 0.7
C -1.593108 -0.122481 0.469376 2.1 -0.5 1.9
N -2.356027 -0.555213 -0.407452 -1.4 0.5 -1.9
Si -0.314288 1.117862 -0.213893 0.0 1.2 1.9
H 2.503277 -1.481345 -0.428990 -0.7 1.0 0.1
H 0.710396 -1.336542 -0.847951 -0.2 -0.7 -0.2
H 2.097043 1.118932 0.474180 -1.1 -2.1 -0.6
H -1.323726 -0.612194 1.516164 -1.1 0.8 -1.5
H -3.062112 -1.271002 -0.346882 0.2 -0.6 1.0
H -0.427909 1.483710 -1.586142 -0.5 0.0 -1.0
H -0.197837 2.458882 0.539834 -0.4 -0.8 -0.3
```
Positions in Å, forces in eV/Å.

Results
- HOMO-LUMO gap (eV) = 10.11
- molar mass (g/mol) = 85.2
- ΔE to the lowest compared entry with this formula, charge and spin (kcal per mole) = 50.8
- E_LUMO (Ha) = 0.0396
- 2S+1 = 1

Löwdin population analysis, charges in e, atoms 1 to 4:
1 C -0.10
2 C -0.37
3 C -0.39
4 N 0.00

=====

Entry 3:
ORCA calculation (ωB97M-V/def2-TZVPD) on an isolated ion of composition C4H9N and charge -1 in a non-equilibrium geometry.

```
14
Properties=species:S:1:pos:R:3:forces:R:3
C 1.633276 0.070047 1.865086 -0.5 -0.4 0.5
C 0.262652 0.305018 1.272886 0.6 -0.4 0.0
C 0.026471 -0.014606 -0.004564 -0.6 0.4 0.0
N -1.171368 -0.034242 -0.671680 0.3 0.2 0.2
C -1.269917 -0.210166 -2.097422 0.3 0.4 -0.3
H 1.832553 0.768640 2.684568 0.2 0.1 -0.2
H 1.705083 -0.940049 2.303310 -0.1 0.2 0.1
H 2.423792 0.085227 1.122756 0.1 0.4 -0.2
H -0.516803 0.584934 1.968008 -0.2 0.1 -0.1
H 0.858758 -0.295971 -0.613616 0.4 -0.3 -0.3
H -1.889333 0.542546 -0.265056 -0.1 -0.1 0.0
H -0.395208 -0.669098 -2.554722 0.4 0.1 0.3
H -2.044568 -0.902065 -2.339347 -1.0 -0.5 -0.2
H -1.455384 0.709788 -2.670210 0.0 0.1 0.2
```
Positions in Å, forces in eV/Å.

Results
- HOMO-LUMO gap (alpha / beta) (eV) = 2.50 / 7.81
- molar mass (g/mol) = 71.1
- total charge = -1
- ΔE to the lowest compared entry with this formula, charge and spin (kcal per mole) = 14.3
- expectation value of S² = 0.75
- E_LUMO (alpha / beta) (Ha) = 0.1473 / 0.1450
- 2S+1 = 2

Löwdin population analysis, charges in e, atoms 1 to 4:
1 C -0.18
2 C -0.24
3 C -0.31
4 N -0.10